C3H3NO | ωB97M-V/def2-TZVPD

The geometry in XYZ format:
```
8
Properties=species:S:1:pos:R:3:forces:R:3:lowdin_charge:R:1
N -1.273 0.065 0.327 2.091 -0.970 -0.223 0.197
C -2.412 0.382 0.277 0.028 0.527 -0.108 -0.441
O -3.474 0.815 0.380 -1.666 0.246 0.010 0.159
H -0.565 -0.304 -0.303 -0.550 0.236 0.386 0.051
C 1.960 -0.603 -0.633 0.256 0.176 -0.016 -0.008
C 1.815 0.098 0.342 0.508 -1.652 -2.379 -0.008
H 2.183 -1.193 -1.537 -0.397 0.626 1.133 0.043
H 1.766 0.740 1.148 -0.271 0.812 1.198 0.007
```
Positions in Å, forces in eV/Å.

As for the maximum force: 2.9 eV/Å. For the energy above the lowest of the compared OMol25 structures with the same formula, charge and spin, the calculation gives 1.668 eV. The total energy comes out at -246.03025 Ha. As for the charge: 0. The HOMO-LUMO gap comes out at 11.6541 eV. The SMILES is N=C=O.C#C. The HOMO energy is -10.88 eV. Its multiplicity is 1.